[1]
This record from the OMol25 dataset describes C38H50CoN3O3P2 as an isolated structure. The level of theory is ωB97M-V/def2-TZVPD.

XYZ file:
```
97
C38H50CoN3O3P2 ωB97M-V/def2-TZVPD
Co -0.22832 0.31166 -0.68547
C 4.42943 -0.90566 -2.62822
C 2.93428 -0.81955 -2.29779
C 2.48813 -2.17604 -1.77094
P 2.17809 0.56832 -1.21241
C 3.34498 1.96984 -1.76588
C 2.62054 2.95521 -2.69403
C 4.03829 2.71480 -0.63243
C 2.62473 0.16298 0.51479
C 3.88389 -0.30141 0.86364
C 4.17862 -0.78758 2.12788
C 5.54491 -1.31778 2.45692
C 3.15120 -0.80999 3.06728
C 1.90080 -0.32371 2.76527
C 1.59353 0.20071 1.49278
N 0.32870 0.60013 1.17596
C -0.49973 1.25019 2.02623
C -0.07098 1.86379 3.22583
C -0.95268 2.49477 4.06990
C -2.31579 2.56707 3.78677
C -3.26427 3.27012 4.71559
C -2.74582 2.03459 2.58209
C -1.87351 1.42023 1.69413
P -2.43134 0.90840 0.03618
C -3.44413 2.39637 -0.56884
C -2.92127 3.76215 -0.13704
C -3.51137 2.35028 -2.09558
C -3.86829 -0.24906 0.44702
C -3.56800 -1.12716 1.65678
C -4.15912 -1.10280 -0.78549
H 4.59236 -1.79385 -3.24102
H 5.03197 -1.01887 -1.73183
H 4.80199 -0.05643 -3.19707
H 2.40533 -0.64469 -3.24786
H 3.06325 -2.45331 -0.88901
H 2.62160 -2.94734 -2.53070
H 1.43835 -2.13553 -1.50639
H 4.11684 1.47946 -2.35898
H 2.29235 3.82750 -2.13623
H 1.75143 2.49528 -3.16328
H 3.28448 3.31520 -3.48184
H 3.30111 3.10865 0.06081
H 4.61649 3.54106 -1.05064
H 4.71450 2.06266 -0.08644
H 4.66231 -0.29306 0.11492
H 6.19471 -1.26066 1.58621
H 5.49285 -2.35899 2.77637
H 6.00336 -0.74856 3.26586
H 3.33717 -1.22846 4.04776
H 1.10567 -0.40984 3.49302
H 0.98072 1.86141 3.47326
H -0.58478 2.93377 4.98817
H -2.97462 3.11961 5.75444
H -4.28299 2.91179 4.57864
H -3.25841 4.34458 4.51938
H -3.79374 2.10679 2.31487
H -4.45458 2.27016 -0.15760
H -2.01033 4.01435 -0.66570
H -2.72558 3.80622 0.93072
H -3.65516 4.53069 -0.38210
H -2.50436 2.43768 -2.49663
H -4.10731 3.18284 -2.47312
H -3.94758 1.42019 -2.45449
H -4.75238 0.35900 0.67703
H -2.60828 -1.62216 1.54319
H -4.34327 -1.88848 1.76129
H -3.54315 -0.54419 2.57467
H -3.24081 -1.56058 -1.14396
H -4.57165 -0.50224 -1.59250
H -4.87271 -1.89081 -0.54679
C -1.50138 -2.75194 -4.82042
C -1.38517 -1.43065 -4.40521
C -1.11197 -1.13259 -3.09340
C -0.95950 -2.14816 -2.12541
C -1.07616 -3.48325 -2.56781
C -1.33865 -3.76663 -3.89025
N -0.58860 -1.78257 -0.87332
C -0.57653 -2.69179 0.16308
C -1.64257 -3.56425 0.45170
C -1.58434 -4.42226 1.53265
C -0.46729 -4.46497 2.35240
C 0.59794 -3.62212 2.07484
C 0.54220 -2.75516 1.00768
H -1.69141 -2.98393 -5.85963
H -1.50251 -0.62982 -5.12263
H -0.98026 -0.09563 -2.76734
H -0.91611 -4.29345 -1.87016
H -1.40261 -4.79845 -4.21201
H -2.53019 -3.54987 -0.16520
H -2.42574 -5.06935 1.74980
H -0.42463 -5.14479 3.19190
H 1.49032 -3.64515 2.68732
H 1.38054 -2.11328 0.80235
O -0.38878 2.33824 -1.52368
N 0.29030 3.17979 -0.89004
O 0.10717 4.36632 -1.10628
O 1.12332 2.80400 -0.07828
```

Summary:
- E_LUMO (alpha / beta): 0.0934 / 0.1001 Ha
- ⟨S²⟩: 0.766
- Charge: -1
- Relative energy (zero: lowest compared OMol25 entry of this formula, charge and spin): 1.392 eV
- 2S+1: 2
- Frontier orbital gap (alpha / beta): 6.4 / 6.6 eV

Listed below, in e, are the Mulliken charges computed for each atom:
1 Co 0.788
2 C -1.488
3 C 0.769
4 C -1.590
5 P 0.605
6 C 0.714
7 C -1.654
8 C -1.648
9 C -0.010
10 C -0.315
11 C 0.633
12 C -1.718
13 C -1.461
14 C 0.820
15 C -0.925
16 N 0.899
17 C -0.361
18 C -0.553
19 C -1.359
20 C 0.877
21 C -1.698
22 C 0.128
23 C -1.403
24 P 1.086
25 C 0.256
26 C -1.494
27 C -1.317
28 C 0.696
29 C -1.566
30 C -1.587
31 H 0.473
32 H 0.133
33 H 0.470
34 H 0.368
35 H 0.225
36 H 0.616
37 H -0.004
38 H 0.591
39 H 0.397
40 H 0.321
41 H 0.430
42 H 0.231
43 H 0.510
44 H 0.312
45 H 0.062
46 H 0.363
47 H 0.327
48 H 0.336
49 H 0.349
50 H 0.691
51 H 0.601
52 H 0.350
53 H 0.398
54 H 0.372
55 H 0.297
56 H 0.245
57 H 0.808
58 H 0.348
59 H 0.193
60 H 0.519
61 H 0.087
62 H 0.475
63 H 0.232
64 H 0.708
65 H 0.173
66 H 0.574
67 H 0.305
68 H 0.158
69 H 0.317
70 H 0.516
71 C -0.700
72 C -1.170
73 C -0.509
74 C 0.477
75 C -0.660
76 C -0.735
77 N 1.887
78 C -1.910
79 C 0.154
80 C -0.775
81 C -0.920
82 C -0.837
83 C 0.549
84 H 0.366
85 H 0.459
86 H 0.676
87 H 0.423
88 H 0.392
89 H 0.440
90 H 0.397
91 H 0.385
92 H 0.450
93 H 0.221
94 O -0.419
95 N 0.501
96 O -0.807
97 O -0.341

[2]
This record from the OMol25 dataset describes C38H50F5MoN3O3P2 as an isolated structure. The level of theory is ωB97M-V/def2-TZVPD.

XYZ file:
```
102
C38H50F5MoN3O3P2 ωB97M-V/def2-TZVPD
Mo 0.38129 -0.33924 0.54073
C 3.40581 0.86916 -2.39025
C 3.39319 1.62175 -1.00514
C 4.48985 1.04705 -0.02172
P 1.65955 1.72898 -0.30482
C 1.40799 3.39906 0.67476
C 2.77938 3.95662 1.21910
C 0.67846 4.49065 -0.18325
C 0.74403 1.72972 -1.85553
C 0.82772 2.81693 -2.75346
C -0.26567 3.08925 -3.54363
C -1.31228 2.16219 -3.65328
C -1.22316 0.92984 -2.97616
C -0.20005 0.69875 -2.06755
N -0.14003 -0.45532 -1.29247
C -0.21277 -1.68698 -1.91554
C 0.22752 -1.83043 -3.24773
C 0.18866 -3.13995 -3.85137
C -0.27271 -4.21367 -3.07311
C -0.79861 -3.98848 -1.77010
C -0.73793 -2.77391 -1.14895
P -1.12309 -2.48209 0.66911
C -3.01431 -2.57133 0.62858
C -3.60987 -3.98598 0.78790
C -3.79990 -1.86908 -0.52285
C -0.49227 -3.80674 1.87811
C 0.58252 -4.74634 1.31221
C -0.14405 -3.18407 3.27864
H 4.47642 0.83263 -2.79203
H 2.74978 1.36069 -3.13834
H 3.08360 -0.14906 -2.20303
H 3.69585 2.65941 -1.20750
H 4.41442 1.54418 0.92978
H 5.42923 1.18278 -0.57138
H 4.33577 0.01852 0.14561
H 0.70933 3.09442 1.50606
H 3.31893 4.43106 0.40462
H 3.42032 3.19457 1.62059
H 2.56848 4.68619 2.02437
H 1.28078 4.64280 -1.06525
H 0.65144 5.45876 0.33248
H -0.33024 4.20059 -0.44857
H 1.69805 3.46882 -2.80932
H -0.28277 3.98469 -4.22414
H -2.13427 2.33230 -4.34291
H -1.97598 0.16399 -3.18223
H 0.58422 -0.97880 -3.82634
H 0.67134 -3.38076 -4.79107
H -0.11375 -5.26502 -3.36995
H -1.14145 -4.80415 -1.20115
H -3.30914 -2.05817 1.59783
H -3.63022 -4.59879 -0.15406
H -4.65477 -3.90982 1.17018
H -3.08122 -4.62543 1.45451
H -4.23940 -2.52940 -1.26228
H -3.14375 -1.13347 -1.09042
H -4.61380 -1.21202 -0.13316
H -1.35291 -4.46186 1.92957
H 1.03381 -4.36727 0.38713
H 0.18725 -5.71469 1.10307
H 1.40193 -4.88703 2.01139
H 0.93880 -3.09907 3.42297
H -0.53594 -3.91508 4.02894
H -0.56580 -2.17498 3.51651
N 2.01359 -1.33152 1.40417
C 2.94696 -2.04603 1.17518
N 4.05840 -2.69499 1.26941
C 4.46457 -3.66523 0.20108
C 5.56340 -3.02438 -0.57083
O 6.70966 -2.76038 0.22105
C 6.38580 -1.87609 1.39318
C 5.15381 -2.33212 2.17334
H 3.63251 -3.84723 -0.48056
H 4.73953 -4.64761 0.73103
H 5.23626 -2.09364 -1.07914
H 6.06511 -3.66094 -1.34360
H 6.35636 -0.79543 1.09775
H 7.24281 -1.92748 2.06220
H 4.79850 -1.62142 2.92630
H 5.41063 -3.20368 2.75225
F -9.92935 5.29586 0.04334
C -8.60107 5.28689 0.24318
C -7.76696 5.32729 -0.88133
F -8.21681 5.82005 -2.06780
C -6.40931 4.98625 -0.84138
F -5.73644 4.73968 -1.97162
C -5.80608 4.59052 0.40671
O -4.57469 4.22314 0.42564
C -6.62673 4.75873 1.55503
F -6.12997 4.45923 2.72296
C -8.00304 4.99924 1.48893
F -8.69184 4.99081 2.64884
C -0.00801 0.56565 3.81906
O -1.01052 1.03220 2.90126
C -0.79221 0.81699 1.58661
C -1.82398 1.57092 0.79406
H 0.45017 1.36550 4.37272
H 0.74135 0.06282 3.23481
H -0.47196 -0.12542 4.48680
H -1.42695 2.42400 0.27208
H -2.57751 1.99769 1.52382
H -2.32959 0.88227 0.11873
```

Summary:
- E_LUMO (alpha / beta): -0.0159 / -0.0353 Ha
- ⟨S²⟩: 2.040
- Charge: 0
- 2S+1: 3
- Frontier orbital gap (alpha / beta): 4.5 / 4.0 eV

Atomic partial charges in e from the Mulliken method, atoms 1 to 99:
1 Mo -1.989
2 C -1.451
3 C 0.367
4 C -1.141
5 P 1.772
6 C 0.602
7 C -1.513
8 C -1.480
9 C -0.627
10 C -0.010
11 C -0.986
12 C -1.019
13 C 0.242
14 C -1.113
15 N 1.938
16 C 0.264
17 C -0.042
18 C -0.850
19 C -0.838
20 C -0.568
21 C -0.894
22 P 1.193
23 C 0.541
24 C -1.570
25 C -1.052
26 C 1.012
27 C -1.534
28 C -1.179
29 H 0.490
30 H 0.362
31 H 0.141
32 H 0.594
33 H 0.261
34 H 0.457
35 H -0.098
36 H 0.340
37 H 0.358
38 H 0.322
39 H 0.444
40 H 0.352
41 H 0.433
42 H 0.276
43 H 0.632
44 H 0.357
45 H 0.456
46 H 0.434
47 H 0.426
48 H 0.363
49 H 0.339
50 H 0.499
51 H 0.548
52 H 0.315
53 H 0.426
54 H 0.436
55 H 0.362
56 H -0.049
57 H 0.371
58 H 0.200
59 H 0.162
60 H 0.345
61 H 0.460
62 H 0.265
63 H 0.434
64 H 0.067
65 N -0.409
66 C -0.042
67 N 0.102
68 C -0.412
69 C -0.376
70 O -0.425
71 C -0.369
72 C -0.603
73 H 0.265
74 H 0.279
75 H 0.178
76 H 0.377
77 H 0.124
78 H 0.410
79 H 0.411
80 H 0.433
81 F -0.321
82 C 0.261
83 C 0.293
84 F -0.327
85 C 0.147
86 F -0.307
87 C 0.332
88 O -0.745
89 C -0.066
90 F -0.330
91 C 0.395
92 F -0.321
93 C -0.531
94 O -0.438
95 C 1.243
96 C -0.515
97 H 0.343
98 H -0.049
99 H 0.361

Number 1: E -3933.44822 hartree. Number 2: E -3117.91768 hartree.